Entry 1:
The following is a DFT calculation (wB97M-V/def2-TZVPD) of a structure of composition C18H11AuFNO2.

Structure (XYZ):
```
34
Properties=species:S:1:pos:R:3:nbo_charge:R:1
Au 0.11678 0.05764 -0.16099 1.416
O -1.45256 -1.08953 3.30140 -0.559
C -1.19060 -0.80604 2.16338 0.734
O -0.03428 -0.32658 1.76629 -0.678
C -2.23085 -0.98793 1.06940 0.143
C -3.49277 -1.49355 1.40390 -0.234
C -4.40953 -1.65199 0.40893 -0.093
C -4.07413 -1.30930 -0.91911 -0.123
C -4.99257 -1.45704 -1.98626 -0.170
C -4.63471 -1.11625 -3.25625 -0.195
C -3.34023 -0.61207 -3.51221 -0.174
C -2.42729 -0.45538 -2.50915 -0.240
C -2.78109 -0.80366 -1.18768 0.248
N -1.88269 -0.65638 -0.15840 -0.528
H -3.68248 -1.73635 2.43884 0.262
H -5.39826 -2.04008 0.62158 0.226
H -5.98041 -1.84493 -1.77144 0.219
H -5.34095 -1.23164 -4.06736 0.224
H -3.05918 -0.34232 -4.52160 0.226
H -1.43702 -0.06922 -2.70676 0.278
F 0.32568 0.39543 -2.05852 -0.636
C 1.94046 0.67425 0.06965 -0.258
C 3.07179 1.05704 0.20961 -0.102
C 4.42370 1.51390 0.38086 -0.039
C 4.73022 2.86926 0.25912 -0.201
C 6.03402 3.30670 0.42470 -0.210
C 7.04449 2.39939 0.71163 -0.210
C 6.74507 1.04949 0.83327 -0.210
C 5.44292 0.60641 0.66989 -0.201
H 3.93758 3.57016 0.03395 0.220
H 6.26273 4.36018 0.32888 0.214
H 8.06246 2.74336 0.84042 0.213
H 7.52959 0.33842 1.05736 0.214
H 5.20150 -0.44379 0.76491 0.221
```

Calculated values
* highest occupied orbital energy: -8.495 eV
* frontier orbital gap: 0.2672 Eh
* 2S+1: 1
* ΔE to the lowest compared entry with this formula, charge and spin: 0.0000 eV
* charge: 0



Entry 2:
The following is a DFT calculation (wB97M-V/def2-TZVPD) of a structure of composition C18H11BF12IrN3O8S2.

Structure (XYZ):
```
56
Properties=species:S:1:pos:R:3:nbo_charge:R:1
Ir -0.41779 -0.16151 -0.05334 1.153
O 4.57421 -0.04427 -2.89872 -0.687
C 4.61729 0.84491 -1.91661 0.788
O 5.59633 1.52264 -1.70925 -0.609
C 3.40038 0.97243 -1.07661 -0.263
C 3.22871 1.87724 -0.03950 0.074
N 2.01941 1.69127 0.48361 -0.277
N 1.38228 0.71253 -0.15663 -0.244
C 2.19384 0.26496 -1.11431 0.066
C 1.60595 -0.78543 -1.99093 0.779
O 2.23893 -1.25054 -2.93534 -0.644
O 0.40498 -1.10970 -1.66997 -0.604
H 3.69581 -0.52945 -2.95063 0.512
H 3.88860 2.64250 0.32885 0.248
H 1.53334 2.26397 1.17521 0.489
F -1.24062 2.69957 3.33003 -0.303
C -2.00235 1.64626 3.05297 0.728
F -2.49784 1.76751 1.83192 -0.295
F -3.01210 1.61373 3.92936 -0.318
S -1.01410 0.08523 3.24229 2.249
O -0.14420 0.09460 2.02001 -1.014
O -0.26330 0.29801 4.43947 -0.912
N -1.98301 -1.09451 3.31300 -1.168
S -2.75545 -1.56043 1.90451 1.391
O -1.49970 -3.77806 1.17261 -0.808
O -3.94282 -0.72900 1.65295 -0.967
C -3.55181 -3.01392 2.79708 0.803
F -4.15337 -3.79201 1.89408 -0.322
F -4.51656 -2.51698 3.59311 -0.334
F -2.75127 -3.74073 3.55420 -0.300
F 0.76855 -3.68120 1.11143 -0.451
C -0.51469 -3.44985 0.49238 0.825
F -0.36058 -4.14004 -0.74047 -0.430
H -0.39800 -2.36079 0.19545 -0.019
F 1.09528 4.14887 1.56611 -0.589
B 0.14528 4.08469 0.49130 1.344
F -0.86600 5.00458 0.67263 -0.554
F 0.83445 4.28457 -0.71242 -0.574
F -0.35253 2.74793 0.52269 -0.591
C -1.48289 2.99166 -4.64457 -0.222
C -0.46146 2.92105 -3.67557 -0.208
C -0.53200 2.00788 -2.66252 -0.185
C -1.62122 1.11089 -2.55227 -0.008
C -1.73832 0.13679 -1.51392 -0.071
C -2.81512 -0.70508 -1.47638 -0.272
C -3.85177 -0.58926 -2.43000 -0.192
C -3.77744 0.33435 -3.42682 -0.205
C -2.65798 1.19947 -3.51664 -0.073
C -2.55659 2.15234 -4.55974 -0.202
H -1.42016 3.72041 -5.44397 0.197
H 0.37446 3.60738 -3.71293 0.215
H 0.24033 2.00225 -1.90984 0.220
H -2.89577 -1.48159 -0.72542 0.237
H -4.69540 -1.26439 -2.36094 0.209
H -4.56575 0.42120 -4.16620 0.194
H -3.35763 2.20356 -5.28955 0.194
```

Calculated values
* highest occupied orbital energy: -3.631 eV
* frontier orbital gap: 0.2557 Eh
* 2S+1: 1
* ΔE to the lowest compared entry with this formula, charge and spin: 3.1011 eV
* charge: -2



Entry 3:
The following is a DFT calculation (wB97M-V/def2-TZVPD) of a structure of composition C18H11F10N3RuSSbSe4.

Structure (XYZ):
```
49
Properties=species:S:1:pos:R:3:lowdin_spin:R:1
Ru -1.67282 0.89491 0.51226 0.718
C -3.23321 -1.43259 1.38036 0.010
N -1.87060 -1.19570 0.84014 0.010
C -1.76748 -1.95464 -0.42328 0.001
C -0.43335 -1.90667 -1.15192 0.000
N -0.00319 -0.56352 -1.54518 -0.002
C 1.01184 -0.46549 -2.52033 0.001
C 2.32116 -0.16034 -2.16553 0.002
F 2.64832 -0.01654 -0.88858 0.000
C 3.30848 -0.01768 -3.12411 0.000
F 4.56284 0.27601 -2.77274 0.000
C 2.99727 -0.19805 -4.45971 0.000
F 3.94938 -0.07493 -5.38984 0.000
C 1.70636 -0.51944 -4.83453 0.000
F 1.41591 -0.70125 -6.12779 0.000
C 0.72637 -0.64614 -3.86640 0.001
F -0.51251 -0.95162 -4.24677 0.000
C -0.86039 -1.63234 1.83512 0.000
C -0.61862 -0.50952 2.82970 0.000
N -0.24636 0.69730 2.12732 -0.001
C 1.04906 1.07506 2.09179 0.000
C 1.37268 2.44480 1.90128 0.000
F 0.38485 3.33802 1.82706 0.000
C 2.66227 2.91775 1.83788 0.000
F 2.88866 4.23337 1.67870 0.000
C 3.74705 2.06559 1.98684 0.001
F 5.01205 2.53767 1.94902 0.000
C 3.49082 0.72958 2.18896 0.000
F 4.51765 -0.13728 2.30489 0.000
C 2.19112 0.25681 2.22858 0.000
F 2.06290 -1.09713 2.31349 0.000
H -3.34559 -2.49765 1.62339 0.002
H -3.39331 -0.82679 2.26820 0.001
H -3.97769 -1.13384 0.64723 0.001
H -1.96776 -3.01527 -0.21198 0.000
H -2.55743 -1.57447 -1.07278 0.000
H 0.36484 -2.38276 -0.57359 0.000
H -0.56419 -2.49793 -2.06233 0.000
H -1.20459 -2.55924 2.31286 0.000
H 0.07714 -1.82996 1.32261 0.000
H -1.54853 -0.30164 3.37198 0.000
H 0.12031 -0.83342 3.56885 0.000
Se -6.20015 3.96566 -0.25005 -0.002
Sb -5.07959 1.96401 0.50500 0.007
Se -3.05074 2.37430 1.97118 0.166
Se -3.52886 0.95556 -1.22536 -0.009
Se -6.49226 0.25301 1.51642 0.010
S -0.02085 2.12091 -1.12276 0.085
C -0.43928 0.53349 -0.90555 -0.003
```

Calculated values
* highest occupied orbital energy (alpha / beta): -1.564 / -1.574 eV
* ⟨S²⟩: 0.758
* frontier orbital gap (alpha / beta): 0.1887 / 0.1888 Eh
* 2S+1: 2
* ΔE to the lowest compared entry with this formula, charge and spin: 0.0000 eV
* charge: -2



Entry 4:
The following is a DFT calculation (wB97M-V/def2-TZVPD) of a structure of composition C18H12Cl4InN2O4.

Structure (XYZ):
```
41
Properties=species:S:1:pos:R:3:nbo_charge:R:1
In 0.53753 0.06442 -1.77988 0.893
O -4.45470 1.17414 3.47086 -0.715
C -4.34761 2.05769 2.37886 -0.094
C -3.16659 1.67070 1.53844 0.052
C -2.72065 2.51120 0.52406 -0.233
C -1.64841 2.10693 -0.24459 0.060
N -1.02153 0.94920 -0.04471 -0.524
C -1.42788 0.13423 0.93251 0.168
C -2.50488 0.46868 1.74360 -0.224
C -0.66053 -1.12855 1.09948 0.262
C -1.04542 -2.12394 1.98858 -0.251
C -0.28319 -3.27845 2.09303 0.052
C -0.66814 -4.37757 3.03896 -0.095
O -1.96542 -4.13567 3.53263 -0.715
C 0.85638 -3.39593 1.30460 -0.234
C 1.17133 -2.36694 0.44121 0.057
N 0.42929 -1.26499 0.33749 -0.543
H -5.18752 1.44807 4.02856 0.489
H -4.22140 3.09457 2.70852 0.190
H -5.24020 2.01611 1.74176 0.193
H -3.20389 3.46231 0.34123 0.234
H -1.26178 2.72689 -1.04584 0.212
H -2.83964 -0.17461 2.54299 0.253
H -1.93097 -2.03251 2.59874 0.254
H 0.06967 -4.40424 3.85066 0.194
H -0.61044 -5.33208 2.50444 0.190
H -2.21337 -4.84643 4.12973 0.489
H 1.47947 -4.27928 1.36058 0.234
H 2.04763 -2.41306 -0.19560 0.213
Cl 4.72932 3.91480 -5.91575 0.145
C 4.18647 2.76955 -4.78718 -0.026
C 4.92804 1.51561 -4.64877 -0.039
Cl 6.29568 1.26609 -5.62213 0.146
C 4.53496 0.55679 -3.76847 -0.162
Cl 5.35444 -0.93656 -3.62683 0.106
C 3.42437 0.79399 -2.87946 0.410
O 3.01934 -0.01417 -2.05389 -0.511
C 2.65229 2.08707 -3.02820 0.486
O 1.66428 2.23988 -2.32179 -0.531
C 3.07747 3.02084 -4.04149 -0.189
Cl 2.16618 4.45522 -4.22694 0.106
```

Calculated values
* highest occupied orbital energy: -10.812 eV
* frontier orbital gap: 0.1993 Eh
* 2S+1: 1
* charge: +1



Entry 5:
The following is a DFT calculation (wB97M-V/def2-TZVPD) of an isolated molecule of C18H12ClN3OS2.

Structure (XYZ):
```
37
Properties=species:S:1:pos:R:3:nbo_charge:R:1
O 0.38740 3.95444 0.14899 -0.628
C -0.12404 2.85737 0.04510 0.797
N -1.48649 2.69708 -0.00620 -0.640
C -2.24014 1.56598 -0.32278 0.247
C -1.82402 0.63647 -1.27508 -0.284
C -2.61934 -0.45688 -1.56572 -0.176
C -3.83691 -0.64251 -0.93390 -0.264
C -4.25745 0.29974 -0.00835 -0.005
Cl -5.78359 0.10484 0.77749 0.014
C -3.47566 1.39810 0.30045 -0.294
N 0.61410 1.70787 0.01103 -0.664
C 1.97986 1.73476 0.05313 0.067
S 2.88336 3.19260 0.08129 0.514
C 4.36130 2.28060 0.09520 -0.434
C 4.16033 0.94551 0.08703 -0.207
C 2.77897 0.60194 0.06419 -0.254
C 2.21990 -0.70960 0.06798 0.151
N 0.94662 -0.95009 0.08173 -0.532
C 0.66775 -2.28213 0.09804 0.194
C -0.60307 -2.85088 0.12955 -0.234
C -0.71428 -4.22484 0.14127 -0.210
C 0.41497 -5.04074 0.12434 -0.216
C 1.68523 -4.49759 0.09896 -0.202
C 1.80518 -3.11960 0.08730 -0.247
S 3.24864 -2.14836 0.06383 0.368
H -2.00080 3.52653 0.25697 0.416
H -0.89968 0.78055 -1.81064 0.233
H -2.28818 -1.17088 -2.30400 0.226
H -4.45611 -1.49495 -1.16127 0.231
H -3.82033 2.12196 1.02254 0.227
H 0.22427 0.75854 0.05093 0.467
H 5.29584 2.80369 0.11280 0.236
H 4.94375 0.20900 0.09780 0.224
H -1.47070 -2.21003 0.14643 0.228
H -1.69366 -4.67849 0.16639 0.216
H 0.29746 -6.11365 0.13394 0.216
H 2.56276 -5.12504 0.08961 0.220
```

Calculated values
* highest occupied orbital energy: -7.880 eV
* frontier orbital gap: 0.2958 Eh
* SMILES: O=C(Nc1cccc(Cl)c1)Nc1sccc1-c1nc2ccccc2s1
* 2S+1: 1
* charge: 0



Entry 6:
The following is a DFT calculation (wB97M-V/def2-TZVPD) of an isolated molecule of C18H12F3N5.

Structure (XYZ):
```
38
Properties=species:S:1:pos:R:3:nbo_charge:R:1
N 0.15985 -1.25667 -5.16017 -0.775
C 0.25158 -1.47686 -3.83769 0.429
N 0.69553 -2.62275 -3.30325 -0.523
C 0.71881 -2.75502 -1.95408 0.275
N 0.35655 -1.80233 -1.02683 -0.516
C -0.02885 -0.66411 -1.57241 0.340
C -0.11645 -0.43302 -2.95233 -0.042
N -0.71345 0.77476 -3.19935 -0.458
C -0.93315 1.33398 -2.01248 0.205
N -0.54574 0.49281 -0.98213 -0.381
C -0.57689 0.77360 0.40321 -0.095
C 0.63577 1.60853 0.86652 0.074
C 1.35168 2.43874 -0.00243 -0.253
C 2.32930 3.31447 0.49181 -0.179
C 2.63385 3.33841 1.85982 -0.285
C 1.93997 2.47684 2.69448 0.412
F 2.16931 2.51983 4.05320 -0.331
C 0.94471 1.62538 2.22961 -0.317
C -0.93566 -0.50453 1.15762 0.030
C -0.15240 -1.13205 2.13339 -0.288
C -0.75664 -2.00159 3.05188 0.415
F 0.00771 -2.50549 4.09541 -0.331
C -2.07538 -2.41487 2.93958 -0.352
C -2.75749 -1.94312 1.81958 0.407
F -4.05536 -2.36051 1.62265 -0.328
C -2.18107 -1.07588 0.88630 -0.246
H -0.26496 -0.39235 -5.47870 0.415
H 0.22346 -2.03978 -5.80343 0.407
H 1.05694 -3.71895 -1.55742 0.191
H -1.38182 2.29748 -1.78066 0.212
H -1.42841 1.47073 0.52487 0.229
H 1.16919 2.42199 -1.07612 0.222
H 2.86363 3.96176 -0.19888 0.223
H 3.32139 4.07032 2.27467 0.236
H 0.40071 1.00086 2.93207 0.246
H 0.91403 -0.92374 2.20265 0.248
H -2.51556 -3.10095 3.66960 0.254
H -2.72471 -0.79592 -0.01052 0.227
```

Calculated values
* highest occupied orbital energy: -8.493 eV
* frontier orbital gap: 0.3300 Eh
* SMILES: Nc1ncnc2c1ncn2[C@H](c1cccc(F)c1)c1cc(F)cc(F)c1
* 2S+1: 1
* ΔE to the lowest compared entry with this formula, charge and spin: 0.0000 eV
* charge: 0



Per-record max |F|, eV/A: 0.17 1.94 0.09 0.73 1.07 2.44